1.
{
  "formula": "C35H35As2AuN2O3",
  "method": "ωB97M-V/def2-TZVPD",
  "elements": ["Au", "C", "C", "As", "C", "C", "C", "C", "C", "C", "C", "C", "C", "C", "C", "C", "As", "C", "C", "C", "C", "C", "C", "C", "C", "C", "C", "C", "C", "H", "H", "H", "H", "H", "H", "H", "H", "H", "H", "H", "H", "H", "H", "H", "H", "H", "H", "H", "H", "H", "H", "H", "H", "O", "C", "O", "C", "C", "C", "C", "C", "N", "H", "H", "H", "H", "C", "N", "C", "C", "O", "H", "H", "H", "H", "H", "H", "H"],
  "xyz": [[-0.405, -0.482, -0.016], [2.023, 1.976, -0.613], [0.849, 2.801, -0.104], [-0.284, 1.735, 1.070], [0.516, 1.676, 2.804], [0.268, 0.558, 3.598], [0.800, 0.500, 4.877], [1.581, 1.545, 5.353], [1.830, 2.655, 4.557], [1.295, 2.727, 3.279], [-1.967, 2.638, 1.181], [-2.616, 2.998, 0.001], [-3.858, 3.609, 0.066], [-4.452, 3.845, 1.301], [-3.806, 3.476, 2.473], [-2.558, 2.869, 2.419], [1.332, 0.390, -1.515], [0.559, 1.034, -3.144], [-0.820, 0.999, -3.322], [-1.372, 1.499, -4.492], [-0.548, 2.027, -5.476], [0.830, 2.054, -5.299], [1.390, 1.555, -4.133], [2.803, -0.742, -1.963], [2.632, -1.668, -2.990], [3.665, -2.539, -3.299], [4.855, -2.488, -2.584], [5.019, -1.567, -1.557], [3.990, -0.693, -1.238], [2.670, 1.655, 0.204], [2.623, 2.539, -1.328], [0.213, 3.136, -0.925], [1.177, 3.687, 0.437], [-0.329, -0.262, 3.216], [0.604, -0.360, 5.504], [1.997, 1.497, 6.351], [2.435, 3.469, 4.932], [1.481, 3.606, 2.674], [-2.160, 2.807, -0.965], [-4.361, 3.907, -0.844], [-5.420, 4.326, 1.349], [-4.268, 3.669, 3.432], [-2.049, 2.589, 3.332], [-1.458, 0.572, -2.555], [-2.444, 1.471, -4.640], [-0.979, 2.414, -6.389], [1.469, 2.460, -6.071], [2.466, 1.565, -4.004], [1.705, -1.705, -3.549], [3.543, -3.254, -4.101], [5.662, -3.165, -2.833], [5.952, -1.524, -1.010], [4.129, 0.025, -0.440], [-1.795, -4.448, -1.327], [-1.666, -3.165, -1.157], [-0.581, -2.650, -1.370], [-2.880, -2.440, -0.671], [-4.145, -2.972, -0.819], [-5.227, -2.228, -0.360], [-4.989, -1.004, 0.230], [-3.676, -0.549, 0.340], [-2.641, -1.251, -0.107], [-4.282, -3.934, -1.294], [-6.234, -2.609, -0.465], [-5.798, -0.396, 0.610], [-3.456, 0.403, 0.806], [2.064, -4.628, 2.630], [1.424, -3.544, 1.893], [2.218, -2.851, 0.886], [0.197, -3.145, 2.187], [-0.411, -2.199, 1.662], [2.350, -5.427, 1.947], [1.375, -5.029, 3.370], [2.954, -4.261, 3.140], [3.002, -3.518, 0.536], [2.680, -1.955, 1.306], [1.595, -2.578, 0.038], [-0.289, -3.731, 2.975]],
  "forces_ev_per_angstrom": [[-0.06, 0.08, -0.14], [-0.03, -0.01, -0.04], [0.00, -0.04, 0.01], [-0.05, 0.03, -0.04], [-0.01, -0.03, 0.04], [0.02, 0.03, -0.02], [0.01, 0.01, 0.01], [-0.01, -0.01, 0.00], [0.00, 0.01, -0.02], [-0.01, 0.01, 0.01], [0.04, 0.01, 0.02], [0.00, -0.01, -0.01], [-0.02, 0.01, 0.00], [0.01, 0.00, 0.01], [-0.01, 0.01, -0.02], [0.00, -0.01, 0.00], [0.02, -0.06, 0.10], [0.01, -0.01, -0.03], [0.01, 0.01, 0.02], [0.00, 0.01, -0.01], [0.00, -0.01, 0.01], [0.00, 0.01, -0.01], [-0.01, -0.01, 0.02], [0.01, 0.03, 0.01], [-0.01, 0.00, 0.01], [0.00, -0.01, -0.01], [-0.01, 0.01, 0.01], [0.02, -0.02, -0.01], [-0.01, 0.01, -0.01], [0.01, -0.01, 0.02], [0.01, 0.01, -0.01], [-0.01, 0.01, -0.01], [0.02, 0.01, 0.02], [0.00, -0.01, 0.01], [0.00, 0.01, 0.00], [0.00, 0.00, -0.01], [0.00, -0.01, 0.00], [0.00, 0.01, 0.00], [-0.01, 0.00, 0.00], [0.00, 0.00, 0.01], [0.01, 0.00, 0.00], [0.00, 0.00, 0.00], [0.00, 0.00, 0.02], [-0.01, 0.00, -0.01], [0.00, 0.00, 0.00], [0.00, 0.00, 0.00], [-0.01, 0.00, 0.00], [0.01, 0.00, -0.01], [0.00, -0.01, -0.01], [0.00, 0.00, 0.00], [0.00, 0.00, 0.00], [-0.01, 0.00, 0.00], [0.01, 0.00, 0.00], [-0.08, 0.00, -0.06], [0.22, 0.11, 0.16], [-0.09, -0.01, -0.01], [-0.10, -0.03, -0.02], [-0.01, -0.04, -0.01], [-0.01, -0.05, 0.00], [0.11, 0.05, 0.03], [-0.15, -0.07, 0.01], [0.15, 0.04, -0.02], [0.00, 0.01, 0.00], [0.00, 0.01, 0.00], [0.01, 0.00, -0.01], [0.01, 0.02, -0.02], [0.00, -0.01, 0.00], [0.07, 0.00, -0.02], [-0.03, -0.03, 0.04], [-0.02, 0.07, 0.00], [0.00, -0.13, 0.05], [0.00, 0.00, -0.01], [-0.01, 0.01, 0.00], [0.00, 0.01, 0.01], [0.01, -0.01, 0.00], [0.00, 0.02, 0.00], [-0.03, 0.00, -0.03], [0.00, -0.02, -0.01]],
  "mulliken_spin": [0.29, -0.01, 0.00, 0.26, 0.02, 0.03, 0.00, 0.00, 0.00, -0.01, 0.02, 0.00, -0.01, 0.02, -0.01, 0.02, 0.20, 0.03, 0.00, 0.00, 0.00, 0.00, 0.00, 0.01, 0.02, -0.01, 0.02, -0.01, 0.02, 0.00, 0.00, 0.00, 0.00, -0.01, 0.00, 0.00, 0.00, 0.00, 0.00, 0.00, 0.00, 0.00, 0.00, 0.00, 0.00, 0.00, 0.00, 0.00, 0.00, 0.00, 0.00, 0.00, 0.00, 0.92, 0.00, 0.10, 0.00, 0.01, -0.01, 0.00, 0.02, 0.02, 0.00, 0.00, 0.00, -0.02, 0.00, 0.00, 0.00, 0.00, 0.00, 0.00, 0.00, 0.00, 0.00, 0.00, 0.00, 0.00],
  "gap_ev": [7.33, 5.70],
  "charge": 2,
  "e_homo_ha": [-0.471, -0.522],
  "e_tot_ev": -171339.93438,
  "max_force_ev_per_a": 0.29,
  "spin_multiplicity": 3
}



2.
{
  "formula": "C35H35BBrF5N5PRuS2Si",
  "method": "ωB97M-V/def2-TZVPD",
  "elements": ["Ru", "F", "C", "C", "F", "C", "F", "C", "P", "C", "C", "C", "C", "C", "C", "C", "C", "C", "C", "C", "C", "C", "Br", "C", "F", "H", "H", "H", "H", "H", "H", "H", "H", "H", "H", "C", "Si", "C", "C", "N", "C", "C", "C", "C", "C", "C", "F", "H", "H", "H", "H", "H", "H", "H", "H", "H", "H", "H", "H", "H", "C", "N", "C", "C", "N", "B", "N", "C", "C", "N", "C", "C", "S", "C", "S", "H", "H", "H", "H", "H", "H", "H", "H", "H", "H", "H", "H"],
  "xyz": [[-0.769, 0.136, 0.159], [-1.203, -3.831, 5.753], [-0.924, -3.453, 4.525], [-0.777, -4.394, 3.520], [-0.911, -5.674, 3.795], [-0.481, -3.984, 2.226], [-0.313, -4.924, 1.302], [-0.350, -2.643, 1.902], [0.185, -2.036, 0.267], [1.956, -2.291, 0.407], [2.457, -3.584, 0.255], [3.773, -3.846, 0.612], [4.566, -2.840, 1.145], [4.060, -1.555, 1.301], [2.758, -1.274, 0.924], [-0.642, -3.008, -0.980], [-0.001, -3.349, -2.171], [-0.708, -4.036, -3.146], [-2.041, -4.369, -2.940], [-2.684, -4.011, -1.761], [-1.990, -3.324, -0.781], [-0.496, -1.733, 2.934], [-0.279, 0.129, 2.595], [-0.775, -2.103, 4.229], [-0.909, -1.198, 5.188], [1.830, -4.382, -0.125], [4.170, -4.846, 0.491], [5.584, -3.058, 1.442], [4.685, -0.770, 1.709], [2.373, -0.266, 1.024], [1.027, -3.059, -2.339], [-0.215, -4.314, -4.069], [-2.582, -4.913, -3.703], [-3.722, -4.273, -1.605], [-2.490, -3.051, 0.142], [-3.445, 2.949, 0.451], [-3.725, 1.270, 1.189], [-5.533, 0.858, 1.084], [-3.292, 1.185, 2.998], [-2.634, 0.168, 0.163], [-3.173, -0.342, -1.070], [-4.462, -0.844, -1.244], [-4.865, -1.310, -2.488], [-4.012, -1.295, -3.584], [-2.707, -0.840, -3.434], [-2.359, -0.407, -2.187], [-1.041, -0.018, -1.953], [-4.019, 3.698, 1.004], [-3.791, 2.974, -0.585], [-2.399, 3.255, 0.452], [-6.007, 1.560, 1.779], [-5.789, -0.145, 1.428], [-5.972, 1.032, 0.102], [-4.178, 1.567, 3.516], [-2.458, 1.809, 3.310], [-3.129, 0.169, 3.362], [-5.147, -0.899, -0.415], [-5.872, -1.691, -2.598], [-4.349, -1.653, -4.547], [-1.985, -0.832, -4.240], [4.474, -2.335, -2.776], [4.583, -1.081, -2.044], [5.745, -0.570, -1.521], [5.442, 0.646, -1.016], [4.101, 0.891, -1.225], [3.492, 2.311, -1.051], [2.785, 2.570, 0.387], [3.416, 3.177, 1.445], [2.490, 3.486, 2.384], [1.271, 3.075, 1.891], [-0.006, 3.434, 2.492], [1.481, 2.512, 0.683], [0.359, 1.894, -0.512], [3.574, -0.190, -1.867], [1.978, -0.442, -2.400], [5.360, -2.931, -2.574], [4.396, -2.145, -3.845], [3.590, -2.872, -2.448], [6.680, -1.100, -1.577], [6.085, 1.382, -0.566], [2.656, 2.517, -1.883], [4.396, 3.102, -1.054], [4.474, 3.372, 1.426], [2.579, 3.983, 3.335], [-0.007, 3.163, 3.546], [-0.806, 2.922, 1.971], [-0.168, 4.506, 2.394]],
  "forces_ev_per_angstrom": [[0.66, -0.13, -0.22], [0.01, 0.02, -0.05], [-0.02, -0.01, 0.12], [0.00, -0.12, -0.01], [0.01, 0.05, -0.02], [0.00, -0.05, -0.05], [-0.01, 0.03, 0.02], [-0.13, -0.03, -0.09], [-0.03, -0.18, -0.26], [0.02, -0.02, 0.14], [0.01, 0.01, -0.02], [-0.05, 0.01, -0.02], [0.02, 0.01, -0.01], [0.00, 0.03, -0.02], [-0.02, -0.03, 0.06], [0.03, 0.00, 0.02], [-0.05, -0.01, -0.04], [0.02, 0.01, 0.01], [-0.01, -0.01, -0.01], [0.02, -0.01, 0.03], [-0.01, -0.06, 0.02], [-0.08, 0.09, 0.10], [0.12, 0.11, -0.10], [-0.01, 0.02, 0.06], [0.00, 0.00, -0.02], [0.01, 0.01, -0.01], [-0.01, 0.02, 0.00], [-0.01, 0.01, -0.01], [-0.02, -0.03, -0.03], [0.02, 0.02, -0.03], [0.06, 0.04, -0.01], [0.00, 0.00, 0.02], [0.00, 0.00, 0.01], [0.01, 0.00, 0.00], [0.00, -0.01, 0.00], [-0.03, 0.05, -0.03], [0.00, 0.18, 0.04], [-0.06, -0.02, -0.03], [-0.02, -0.03, 0.03], [-0.14, -0.53, 0.04], [0.14, 0.28, 0.07], [-0.08, -0.09, -0.05], [0.00, 0.02, 0.02], [0.02, 0.01, 0.03], [-0.05, -0.02, -0.01], [0.06, -0.01, 0.04], [-0.07, 0.05, -0.02], [0.02, -0.03, -0.02], [0.00, 0.00, 0.01], [0.03, 0.02, -0.01], [0.00, 0.00, -0.02], [-0.01, 0.03, 0.02], [0.01, -0.01, 0.04], [0.02, -0.01, 0.00], [0.03, 0.00, 0.00], [-0.03, 0.01, 0.01], [0.05, -0.02, -0.03], [0.00, 0.00, -0.01], [0.00, 0.01, 0.00], [-0.01, 0.00, 0.01], [0.02, 0.08, 0.05], [-0.16, -0.03, -0.01], [0.11, 0.10, 0.09], [0.12, -0.02, -0.04], [-0.14, -0.14, 0.01], [-0.01, 0.00, -0.10], [-0.07, -0.14, 0.26], [0.01, -0.14, -0.21], [-0.12, 0.02, 0.06], [0.02, 0.04, -0.02], [0.04, 0.09, 0.00], [0.22, 0.08, -0.07], [-0.08, 0.44, 0.07], [0.00, 0.08, 0.07], [-0.20, 0.02, 0.14], [0.02, 0.02, 0.01], [-0.01, 0.02, 0.00], [-0.05, -0.02, 0.03], [-0.01, 0.01, 0.00], [-0.01, -0.01, 0.00], [-0.03, -0.03, 0.01], [-0.02, -0.03, 0.00], [-0.02, -0.02, 0.00], [-0.01, -0.02, -0.01], [-0.01, -0.01, 0.00], [-0.08, -0.08, -0.05], [0.01, 0.00, 0.02]],
  "lowdin_charge": [0.70, 0.19, -0.11, -0.11, 0.18, -0.19, 0.14, -0.28, 1.02, -0.37, -0.07, -0.05, -0.04, -0.06, -0.12, -0.37, -0.09, -0.04, -0.04, -0.06, -0.10, -0.48, 1.04, -0.24, 0.12, 0.11, 0.12, 0.12, 0.12, 0.07, 0.06, 0.12, 0.12, 0.12, 0.12, -0.15, 0.48, -0.17, -0.20, -0.18, -0.28, -0.03, -0.04, -0.04, 0.02, -0.20, -0.14, 0.06, 0.05, 0.00, 0.06, 0.05, 0.05, 0.05, 0.00, 0.02, 0.09, 0.12, 0.13, 0.14, -0.02, -0.11, -0.04, -0.06, 0.00, -0.40, 0.01, -0.01, 0.00, -0.11, -0.03, -0.62, 0.76, -0.73, 0.65, 0.10, 0.10, 0.06, 0.13, 0.12, 0.06, 0.09, 0.14, 0.14, 0.10, 0.02, 0.12],
  "gap_ev": [4.27, 4.20],
  "charge": 2,
  "e_homo_ha": [-0.438, -0.437],
  "e_tot_ev": -170026.30471,
  "max_force_ev_per_a": 0.71
}



3.
{
  "formula": "C35H35BrN5O2PrS2",
  "method": "ωB97M-V/def2-TZVPD",
  "elements": ["Pr", "C", "C", "C", "C", "C", "C", "C", "C", "C", "C", "H", "H", "H", "H", "H", "H", "H", "H", "H", "H", "H", "H", "H", "H", "H", "C", "C", "C", "C", "C", "C", "C", "S", "O", "O", "N", "C", "C", "C", "C", "C", "N", "H", "H", "H", "H", "H", "H", "H", "H", "H", "H", "H", "Br", "C", "C", "C", "C", "C", "C", "N", "C", "C", "C", "C", "C", "C", "N", "H", "H", "H", "H", "H", "H", "H", "H", "H", "S", "C", "N"],
  "xyz": [[-0.788, -1.091, -0.427], [-3.464, -1.911, -0.707], [-2.718, -3.085, -0.707], [-2.116, -3.179, 0.626], [-2.573, -2.156, 1.417], [-3.347, -1.289, 0.586], [-4.105, -0.070, 1.065], [-2.544, -2.139, 2.936], [-1.160, -4.250, 1.082], [-2.608, -4.032, -1.839], [-4.535, -1.565, -1.716], [-3.845, 0.838, 0.460], [-4.022, 0.103, 2.172], [-5.193, -0.099, 0.874], [-1.961, -3.019, 3.316], [-3.597, -2.182, 3.272], [-2.005, -1.276, 3.422], [-1.621, -4.777, 1.905], [-0.277, -3.718, 1.456], [-0.910, -4.910, 0.216], [-3.619, -4.261, -2.242], [-2.258, -5.036, -1.551], [-1.877, -3.796, -2.590], [-4.257, -1.603, -2.822], [-4.919, -0.509, -1.592], [-5.405, -2.281, -1.508], [5.719, 2.934, 1.848], [4.485, 2.132, 1.844], [4.521, 0.912, 2.539], [3.435, 0.047, 2.581], [2.216, 0.442, 1.987], [2.193, 1.650, 1.341], [3.292, 2.470, 1.243], [0.660, -0.385, 2.335], [0.676, -0.538, 3.764], [0.687, -1.639, 1.537], [-0.557, 0.397, 1.649], [-0.948, 1.679, 1.942], [-0.752, 2.243, 3.224], [-1.279, 3.433, 3.574], [-1.798, 4.171, 2.515], [-1.859, 3.616, 1.251], [-1.464, 2.384, 0.976], [5.876, 3.441, 2.803], [5.821, 3.629, 1.030], [6.564, 2.248, 1.800], [5.397, 0.589, 3.112], [3.486, -0.867, 3.199], [1.287, 1.867, 0.742], [3.237, 3.367, 0.631], [-0.415, 1.657, 3.998], [-1.306, 3.832, 4.604], [-2.262, 5.116, 2.871], [-2.277, 4.018, 0.306], [6.218, -3.336, -2.475], [4.744, -2.087, -2.219], [3.993, -2.363, -1.099], [2.852, -1.569, -0.778], [2.515, -0.594, -1.759], [3.304, -0.373, -2.889], [4.484, -1.081, -3.123], [1.281, 0.075, -1.627], [1.052, 1.147, -2.254], [-0.261, 1.793, -2.370], [-0.368, 2.875, -3.231], [-1.594, 3.407, -3.472], [-2.689, 2.898, -2.831], [-2.501, 1.892, -1.906], [-1.274, 1.211, -1.791], [4.326, -3.202, -0.503], [2.322, -1.658, 0.159], [3.051, 0.317, -3.684], [5.133, -0.844, -3.984], [1.833, 1.537, -2.910], [0.493, 3.312, -3.759], [-1.669, 4.199, -4.123], [-3.700, 3.161, -3.144], [-3.315, 1.293, -1.422], [0.460, -1.397, -5.082], [0.254, -1.912, -3.609], [0.145, -2.254, -2.460]],
  "forces_ev_per_angstrom": [[-0.47, -0.48, -0.16], [-0.46, 1.06, 0.19], [1.36, 0.21, 1.52], [0.02, -1.72, -2.01], [-0.85, 1.56, 0.53], [-0.46, -0.15, 0.26], [-0.54, 0.69, -0.17], [1.13, 0.14, 0.27], [-0.03, 0.54, -0.97], [-0.60, -1.79, 0.09], [-0.87, 0.49, -0.77], [0.25, -0.45, 1.01], [0.35, 0.03, -1.15], [0.20, -0.58, 0.09], [-0.80, 0.56, -0.33], [0.63, -0.01, 0.18], [-0.78, -0.52, -0.66], [0.11, -0.59, 0.18], [0.13, -0.65, -0.01], [-0.05, 0.31, 0.97], [0.63, 0.49, -0.20], [-0.10, 0.26, 0.51], [-0.07, 0.66, -0.67], [-0.14, -0.37, 1.48], [0.28, -1.11, 0.15], [0.99, 1.05, -0.59], [1.07, 0.01, 0.28], [-0.38, -1.07, 0.73], [-0.29, -0.80, 0.17], [-0.74, -0.08, 0.77], [0.56, 0.10, 0.76], [-1.62, -0.15, -1.55], [0.61, 0.61, -0.58], [0.16, 0.29, -0.46], [-0.39, -0.11, -0.17], [-0.22, 0.27, 0.11], [1.41, -1.28, -0.27], [1.13, 0.57, 1.89], [-0.75, -0.85, -0.36], [-0.11, 1.04, -0.69], [-1.26, 1.67, 0.89], [-0.74, 0.49, -0.91], [-0.01, -0.52, -0.63], [-0.28, 0.28, -0.07], [-0.17, 0.34, -0.19], [0.12, 0.01, -0.22], [-0.09, 0.32, -0.45], [-0.04, 0.54, -0.53], [0.55, 0.29, 0.68], [-0.07, -0.02, 0.18], [1.09, -1.58, 1.41], [0.20, -0.41, -0.72], [0.30, -0.41, -1.24], [0.05, 0.82, 1.15], [-0.38, 0.69, -0.18], [1.14, -1.09, -0.18], [-1.37, 0.87, 0.83], [1.81, 0.17, -2.05], [0.29, -0.58, 0.44], [0.84, -0.26, -0.36], [-0.29, 0.24, 0.11], [-0.55, 0.32, 1.17], [0.69, -0.07, -1.08], [1.38, -0.48, -0.56], [0.95, 0.72, -0.23], [0.44, -0.66, 0.71], [-1.30, -0.80, 0.74], [0.94, -3.28, -0.35], [-2.92, 1.57, 0.84], [-0.28, 0.18, 0.30], [-0.14, -0.25, -0.20], [-0.35, 0.03, 0.26], [-0.51, -0.37, 0.58], [-0.13, 0.40, 0.18], [-0.25, -0.49, 0.50], [-0.36, 1.60, -1.56], [0.24, 0.28, 0.49], [0.61, 1.16, -0.46], [0.20, 0.61, -1.52], [-0.32, -1.11, 3.71], [-0.35, 0.59, -1.86]],
  "mulliken_spin": [2.01, 0.02, -0.02, 0.00, 0.00, -0.01, 0.00, 0.00, 0.00, 0.00, 0.00, 0.00, 0.00, 0.00, 0.00, 0.00, 0.00, 0.00, 0.00, 0.00, 0.00, 0.00, 0.00, 0.00, 0.00, 0.00, 0.00, 0.00, 0.00, 0.00, 0.00, 0.00, 0.00, 0.00, 0.00, -0.01, 0.01, 0.00, 0.00, 0.00, 0.00, 0.00, 0.00, 0.00, 0.00, 0.00, 0.00, 0.00, 0.00, 0.00, 0.00, 0.00, 0.00, 0.00, 0.00, 0.00, 0.00, 0.00, 0.00, 0.00, 0.00, 0.00, 0.00, 0.00, 0.00, 0.00, 0.00, 0.00, 0.00, 0.00, 0.00, 0.00, 0.00, 0.00, 0.00, 0.00, 0.00, 0.00, 0.00, 0.00, 0.00],
  "gap_ev": [6.39, 6.39],
  "e_homo_ha": [-0.275, -0.274],
  "e_tot_ev": -154191.69784,
  "max_force_ev_per_a": 3.88,
  "spin_multiplicity": 3
}